# 1
Density functional theory data (the ωB97M-V functional and the def2-TZVPD basis) for a structure of composition C2H2F2O3.

Geometry (Å):
H1 -0.767 1.080 -0.994
C1 1.098 0.440 0.156
H2 -1.858 -0.679 0.811
O1 -1.054 -0.190 1.033
O2 -0.844 0.229 -1.261
F1 0.191 -1.829 0.096
C2 -0.083 -0.473 0.183
O3 1.176 1.580 0.428
F2 2.141 -0.157 -0.452

Forces on atoms 1 to 6 (eV/Å):
0.192 4.498 1.277
1.759 0.031 -0.770
0.102 -0.012 -0.221
0.758 -0.143 1.436
1.805 -6.724 0.716
-0.425 2.527 -0.528

Output
ΔE to the lowest compared entry with this formula, charge and spin, eV: 2.241
LUMO energy, eV: -0.2
Total charge: 0
Highest occupied orbital energy, eV: -11.515
Orbital gap, eV: 11.31


# 2
Density functional theory data (the ωB97M-V functional and the def2-TZVPD basis) for the ion CH4N2O3P with charge -1.

Geometry (Å):
O1 -1.480 1.150 -0.173
N1 -1.496 -0.937 0.803
O2 1.533 -0.349 1.126
H1 1.425 1.763 -0.352
H2 0.552 1.331 -1.589
N2 1.446 1.095 -1.143
H3 -0.747 -1.496 1.264
H4 -2.251 -0.866 1.442
O3 1.030 -1.482 -1.186
P1 0.920 -0.292 -0.314
C1 -0.934 0.082 0.123

Forces on atoms 1 to 6 (eV/Å):
-0.029 -0.859 0.276
1.687 -1.823 1.094
-1.174 0.456 -2.623
0.451 0.001 -0.524
0.349 0.307 -0.587
-1.272 0.644 1.129

Output
ΔE to the lowest compared entry with this formula, charge and spin, eV: 0.328
LUMO energy, eV: 4.1
SMILES string: NC(=O)[P@](N)(=O)[O-]
Total charge: -1
Highest occupied orbital energy, eV: -4.664
Orbital gap, eV: 8.74


# 3
Density functional theory data (the ωB97M-V functional and the def2-TZVPD basis) for a cluster of 2 separate species, C3H8N2O in total.

Geometry (Å):
N1 -2.352 -0.240 -0.260
C1 1.114 0.199 -1.195
H1 0.829 -0.073 1.748
H2 -2.986 0.089 -0.970
H3 -2.875 -0.688 0.481
N2 0.821 -0.624 -0.242
O1 -1.107 1.026 1.207
H4 1.831 -1.495 1.329
H5 -0.713 0.866 -0.841
H6 0.751 -0.011 -2.194
H7 2.400 0.152 0.963
H8 2.012 0.828 -1.176
C2 -1.242 0.471 0.137
C3 1.518 -0.500 1.013

Forces on atoms 1 to 6 (eV/Å):
-0.424 -1.691 1.010
2.026 -2.971 1.116
0.068 -0.227 0.027
0.753 0.189 -0.407
0.064 0.209 0.202
0.935 1.347 -1.621

Output
ΔE to the lowest compared entry with this formula, charge and spin, eV: 3.176
LUMO energy, eV: 0.5
SMILES string: C=NC.NC=O
Total charge: 0
Highest occupied orbital energy, eV: -9.389
Orbital gap, eV: 9.91


# 4
Density functional theory data (the ωB97M-V functional and the def2-TZVPD basis) for an isolated molecule of C10H15NS.

Geometry (Å):
H1 -1.332 -2.669 1.947
H2 2.626 2.610 1.184
N1 -0.156 -1.331 0.817
H3 0.421 1.558 -1.461
H4 -0.664 1.687 3.085
C1 -2.633 -2.361 -2.509
H5 -2.501 -3.414 -2.885
C2 -0.206 -0.665 -0.319
H6 -0.936 0.202 2.034
H7 -0.587 -0.224 -2.289
C3 -1.192 -2.159 0.926
H8 0.686 0.655 2.487
H9 -2.665 -3.375 -0.137
C4 -0.225 1.096 2.245
C5 3.222 1.594 1.072
C6 -0.924 -0.912 -1.498
S1 0.768 0.889 -0.250
H10 2.968 0.238 -0.683
H11 3.697 1.120 1.985
C7 -1.868 -1.914 -1.327
C8 2.413 0.558 0.169
C9 0.091 1.873 0.983
H12 -0.694 2.413 0.496
H13 4.139 2.015 0.585
H14 -3.719 -2.364 -2.308
C10 -2.063 -2.409 -0.040
H15 -2.560 -1.529 -3.217

Forces on atoms 1 to 6 (eV/Å):
0.470 0.689 -1.649
0.799 -2.379 0.683
-0.699 0.612 -0.655
-0.341 -0.596 0.665
0.588 -0.156 -0.847
-1.912 -0.282 -0.498

Output
ΔE to the lowest compared entry with this formula, charge and spin, eV: 7.732
LUMO energy, eV: 0.2
SMILES string: CC=[SH](=CC)c1cc(C)ccn1
Total charge: 0
Highest occupied orbital energy, eV: -6.869
Orbital gap, eV: 7.10